This record from the OMol25 dataset describes a 5-piece molecular cluster, C19H42O5PS overall. The level of theory is wB97M-V/def2-TZVPD.

Each line ends with the natural charge from an NBO analysis.
Atoms and positions in Å:
S  6.558  1.882  -2.643  -0.55
P  4.406  2.424  -2.766  0.59
C  2.566  2.897  -2.999  -0.73
C  1.668  1.675  -2.543  0.09
C  1.499  0.559  -3.620  -0.18
O  0.427  1.520  -3.233  -0.56
H  6.526  0.529  -2.512  0.11
H  4.056  1.131  -2.175  -0.19
H  4.413  3.031  -1.436  -0.18
H  4.788  3.722  -3.317  -0.17
H  4.388  1.848  -4.110  -0.18
H  2.241  3.005  -4.048  0.20
H  2.256  3.725  -2.332  0.19
H  1.743  1.350  -1.484  0.18
H  1.482  -0.378  -3.056  0.18
H  1.895  0.721  -4.632  0.23
C  1.921  0.921  -9.232  -0.43
C  0.801  -0.019  -8.820  -0.43
C  1.385  -0.673  -7.578  -0.07
O  2.250  0.290  -6.972  -0.53
C  2.457  1.375  -7.884  -0.07
H  1.593  1.749  -9.860  0.21
H  2.692  0.366  -9.774  0.20
H  -0.089  0.558  -8.556  0.20
H  0.524  -0.740  -9.590  0.21
H  1.985  -1.553  -7.836  0.16
H  0.618  -0.974  -6.862  0.19
H  1.904  2.242  -7.508  0.17
H  3.517  1.627  -7.915  0.19
C  -2.746  0.239  -0.164  -0.43
C  -1.924  0.978  -1.210  -0.43
C  -1.576  2.264  -0.483  -0.07
O  -1.498  1.938  0.914  -0.55
C  -2.038  0.629  1.123  -0.07
H  -2.786  -0.840  -0.317  0.21
H  -3.772  0.621  -0.159  0.19
H  -1.014  0.418  -1.432  0.22
H  -2.453  1.149  -2.146  0.22
H  -2.360  3.019  -0.610  0.15
H  -0.628  2.688  -0.814  0.20
H  -1.204  -0.048  1.339  0.17
H  -2.707  0.643  1.986  0.17
C  -0.681  1.630  5.428  -0.43
C  -0.691  0.603  6.551  -0.43
C  -0.625  -0.706  5.777  -0.07
O  0.108  -0.434  4.575  -0.54
C  0.254  0.983  4.421  -0.07
H  -0.350  2.621  5.741  0.21
H  -1.684  1.725  5.002  0.20
H  0.204  0.720  7.168  0.19
H  -1.564  0.669  7.201  0.21
H  -1.620  -1.050  5.495  0.18
H  -0.130  -1.500  6.336  0.18
H  1.299  1.239  4.628  0.16
H  0.025  1.266  3.393  0.20
C  -3.062  -5.358  6.292  -0.43
C  -3.991  -4.508  7.145  -0.43
C  -3.124  -3.293  7.434  -0.07
O  -2.254  -3.130  6.309  -0.54
C  -2.326  -4.300  5.485  -0.07
H  -3.579  -6.085  5.668  0.22
H  -2.359  -5.897  6.933  0.20
H  -4.866  -4.214  6.560  0.20
H  -4.339  -5.008  8.049  0.21
H  -2.503  -3.449  8.322  0.16
H  -3.710  -2.383  7.576  0.18
H  -2.878  -4.040  4.576  0.17
H  -1.319  -4.610  5.203  0.19

Results
- Frontier orbital gap: 5.688 eV
- Charge: -1
- Lowest unoccupied orbital energy: 2.078 eV
- E_HOMO: -0.1327 Eh
- Energy: -1864.6780 hartree